This record from the OMol25 dataset describes a 2-piece molecular cluster, C3H7NO2 overall. The level of theory is ωB97M-V/def2-TZVPD.

Computed properties:
ΔE to the lowest compared entry with this formula, charge and spin   23.96 kcal/mol
Charge   +1
Lowest unoccupied orbital energy (spin up / spin down)   -4.5 / -8.5 eV
F_max   0.05176 Eh/bohr
Kohn-Sham gap (spin up / spin down)   11.84 / 7.68 eV
Spin multiplicity   2
Expectation value of S²   0.7544
HOMO energy (spin up / spin down)   -16.3240 / -16.1420 eV

Geometry as XYZ:
```
13
C3H7NO2 (ωB97M-V/def2-TZVPD)
O 0.80316 1.71546 0.72340
C 0.23547 1.91496 1.80362
O -0.59582 1.12289 2.32436
H 0.47082 2.84816 2.34200
C 0.10362 -0.54567 -1.85354
C -0.44888 -1.49289 0.30519
N 0.01156 -0.54003 -0.39464
H 1.09732 -0.20286 -2.12832
H -0.68488 0.11243 -2.21533
H -0.05705 -1.55002 -2.23979
H -0.79575 -2.39917 -0.17877
H -0.50524 -1.34578 1.37554
H 0.36567 0.36252 0.13627
```


This record from the OMol25 dataset describes a 3-piece molecular cluster, C3H7NO2S overall. The level of theory is ωB97M-V/def2-TZVPD.

Computed properties:
ΔE to the lowest compared entry with this formula, charge and spin   9.54 kcal/mol
Charge   -1
Lowest unoccupied orbital energy (spin up / spin down)   3.3 / 1.2 eV
F_max   0.02891 Eh/bohr
Kohn-Sham gap (spin up / spin down)   7.99 / 5.84 eV
Spin multiplicity   2
Expectation value of S²   0.7543
HOMO energy (spin up / spin down)   -4.7094 / -4.6447 eV

Geometry as XYZ:
```
14
C3H7NO2S (ωB97M-V/def2-TZVPD)
C -0.81048 -0.03868 -0.85461
C -0.64222 -1.26047 0.10539
S -3.27664 -0.34782 0.65540
N 0.34367 -0.84004 -0.86239
C 2.63679 1.09732 0.31991
O 1.61963 1.80039 0.23736
O 2.80125 -0.10914 0.00593
H -0.70913 0.98898 -0.51322
H -1.54843 -0.17618 -1.63828
H -1.21316 -2.12378 -0.20390
H -0.62652 -1.00364 1.15348
H -3.34659 0.81393 1.31911
H 1.22029 -0.39947 -0.46791
H 3.55153 1.59863 0.74372
```


This record from the OMol25 dataset describes C3H7NO2S as an isolated structure. The level of theory is ωB97M-V/def2-TZVPD.

Computed properties:
ΔE to the lowest compared entry with this formula, charge and spin   157.44 kcal/mol
Lowest unoccupied orbital energy   0.6 eV
F_max   0.12288 Eh/bohr
Kohn-Sham gap   9.78 eV
HOMO energy   -9.2062 eV

Geometry as XYZ:
```
14
C3H7NO2S (ωB97M-V/def2-TZVPD)
C -2.41382 0.76824 -0.26893
C -0.84127 -0.92890 0.68184
C 1.39918 0.15889 -0.96922
H -2.27277 1.24783 0.92784
H -3.73590 0.47594 -0.40547
H -2.25464 1.55291 -1.34211
H -1.40392 -1.74668 1.07128
H -0.72210 -0.25463 1.43371
H 1.79239 0.05285 -1.91150
H 1.28718 2.30987 1.36367
N 1.29087 1.34276 -0.47522
O -1.45859 -0.25417 -0.43658
O 0.97382 1.34754 1.02108
S 0.83046 -1.36086 0.05319
```


This record from the OMol25 dataset describes the molecule C3H7NO2S. The level of theory is ωB97M-V/def2-TZVPD.

Computed properties:
ΔE to the lowest compared entry with this formula, charge and spin   101.84 kcal/mol
Lowest unoccupied orbital energy   0.2 eV
F_max   0.06819 Eh/bohr
Kohn-Sham gap   8.13 eV
HOMO energy   -7.8868 eV

Geometry as XYZ:
```
14
C3H7NO2S (ωB97M-V/def2-TZVPD)
C 1.87025 0.44244 -0.61780
C 0.09976 0.92376 1.01697
C -1.02935 -1.62878 -0.18338
N 1.29036 1.08575 0.44283
O -1.07537 0.80956 -1.28175
O -2.49426 0.21764 0.64003
S -1.22677 0.16217 0.00499
H 2.70409 1.00341 -0.94181
H 1.25906 -0.25280 -1.13682
H -0.33913 1.48828 1.88024
H -0.27910 -1.85523 -0.95872
H -0.80362 -2.11748 0.70289
H -1.97786 -2.05193 -0.36521
H 2.00193 1.77322 0.79753
```


This record from the OMol25 dataset describes the molecule C3H7NO2S. The level of theory is ωB97M-V/def2-TZVPD.

Computed properties:
ΔE to the lowest compared entry with this formula, charge and spin   15.29 kcal/mol
Lowest unoccupied orbital energy   0.4 eV
F_max   0.03880 Eh/bohr
Kohn-Sham gap   9.85 eV
SMILES string   N[C@@H](CS)C(=O)O
HOMO energy   -9.4931 eV

Geometry as XYZ:
```
14
C3H7NO2S (ωB97M-V/def2-TZVPD)
N 0.52284 1.33937 -0.26815
C 0.32505 0.10010 0.45172
C -1.12008 -0.44600 0.73333
S -2.14904 -0.92334 -0.69691
C 1.21986 -1.00207 -0.24141
O 1.51795 -2.01792 0.33680
O 1.56248 -0.64783 -1.48348
H 1.32503 1.85495 0.10127
H -0.29905 1.95074 -0.22997
H 0.78957 0.23882 1.44239
H -1.69680 0.26061 1.34223
H -1.02794 -1.37769 1.30171
H -2.18037 0.32895 -1.24923
H 1.21050 0.34131 -1.54029
```


This record from the OMol25 dataset describes the molecule C3H7NO2S. The level of theory is ωB97M-V/def2-TZVPD.

Computed properties:
ΔE to the lowest compared entry with this formula, charge and spin   10.94 kcal/mol
Lowest unoccupied orbital energy   0.7 eV
F_max   0.01391 Eh/bohr
Kohn-Sham gap   9.91 eV
SMILES string   N[C@H](CS)C(=O)O
HOMO energy   -9.2115 eV

Geometry as XYZ:
```
14
C3H7NO2S (ωB97M-V/def2-TZVPD)
N -0.86956 0.88116 1.07563
C 0.12413 0.06218 0.43308
C 0.27016 0.34722 -1.04997
S 0.85436 2.06780 -1.24947
C -0.29401 -1.40142 0.57880
O -1.31505 -1.85673 0.13780
O 0.56699 -2.09325 1.32846
H -1.57389 1.21772 0.43647
H -0.46124 1.65980 1.57229
H 1.07901 0.19466 0.95854
H -0.69773 0.24737 -1.52500
H 0.95781 -0.31861 -1.55952
H 1.11798 1.99374 -2.56174
H 0.24104 -3.00164 1.42462
```


This record from the OMol25 dataset describes the molecule C3H7NO2S. The level of theory is ωB97M-V/def2-TZVPD.

Computed properties:
ΔE to the lowest compared entry with this formula, charge and spin   23.57 kcal/mol
Lowest unoccupied orbital energy   0.6 eV
F_max   0.03439 Eh/bohr
Kohn-Sham gap   9.63 eV
SMILES string   N[C@@H](CS)C(=O)O
HOMO energy   -9.0142 eV

Geometry as XYZ:
```
14
C3H7NO2S (ωB97M-V/def2-TZVPD)
N 0.55653 0.17345 -1.51122
C -0.23348 0.05030 -0.32875
C 0.38386 -0.93989 0.68638
S -0.08003 -2.63967 0.48865
C -0.49285 1.45850 0.28038
O -0.77519 2.35593 -0.45617
O -0.56855 1.54671 1.64272
H 1.52800 -0.02023 -1.63082
H 0.05126 0.48655 -2.30889
H -1.25528 -0.27201 -0.55142
H 1.44611 -0.68584 0.69487
H -0.06696 -0.67716 1.64384
H 0.80581 -3.00018 -0.46274
H -1.29924 2.16353 1.81318
```


This record from the OMol25 dataset describes the molecule C3H7NO2S2. The level of theory is ωB97M-V/def2-TZVPD.

Computed properties:
ΔE to the lowest compared entry with this formula, charge and spin   56.25 kcal/mol
Lowest unoccupied orbital energy (spin up / spin down)   0.4 / -1.7 eV
F_max   0.09386 Eh/bohr
Kohn-Sham gap (spin up / spin down)   6.91 / 7.38 eV
Spin multiplicity   3
Expectation value of S²   2.0187
HOMO energy (spin up / spin down)   -6.4668 / -9.1032 eV

Geometry as XYZ:
```
15
C3H7NO2S2 (ωB97M-V/def2-TZVPD)
C -1.24967 -0.11974 0.74429
C 0.20103 -0.16312 1.19002
C -0.78570 0.42020 -1.53973
N -1.41177 -0.50452 -0.66163
O 2.34408 -1.83670 0.11260
O 1.42653 2.04935 0.35065
S 2.95154 -0.44598 0.01359
S 1.21438 0.70673 -0.14544
H -1.76452 -0.76184 1.29855
H -1.76270 0.93780 0.69358
H 0.51469 0.54203 1.92669
H 0.75400 -1.03659 1.12952
H -0.28153 0.16152 -2.46389
H -0.99943 1.48123 -1.69574
H -1.15093 -1.43039 -0.95306
```


This record from the OMol25 dataset describes an isolated ion of composition C3H7NO3 and charge -1. The level of theory is ωB97M-V/def2-TZVPD.

Computed properties:
ΔE to the lowest compared entry with this formula, charge and spin   36.23 kcal/mol
Charge   -1
Lowest unoccupied orbital energy (spin up / spin down)   3.7 / 3.6 eV
F_max   0.03118 Eh/bohr
Kohn-Sham gap (spin up / spin down)   3.28 / 7.49 eV
Spin multiplicity   2
Expectation value of S²   0.7534
HOMO energy (spin up / spin down)   0.4265 / -3.8790 eV

Geometry as XYZ:
```
14
C3H7NO3 (ωB97M-V/def2-TZVPD)
O 1.69611 -0.72665 -0.86265
C 0.81062 -0.85503 0.08211
O 1.12836 -1.62766 1.21838
C -0.32022 0.08522 0.27054
C -0.72481 0.69542 -1.05861
O -2.14211 0.95531 -1.05490
N -0.17230 1.11093 1.36328
H 1.63587 -2.35644 0.88797
H -1.20118 -0.50423 0.55566
H -0.45478 -0.01961 -1.82767
H -0.15577 1.60105 -1.31053
H -2.29173 1.74232 -1.58734
H -0.84521 1.86131 1.24224
H 0.78047 1.47083 1.30369
```


This record from the OMol25 dataset describes the molecule C3H7NO3. The level of theory is ωB97M-V/def2-TZVPD.

Computed properties:
ΔE to the lowest compared entry with this formula, charge and spin   93.10 kcal/mol
Lowest unoccupied orbital energy   0.7 eV
F_max   0.06881 Eh/bohr
Kohn-Sham gap   9.85 eV
SMILES string   CN(O)C(=O)CO
HOMO energy   -9.1959 eV

Geometry as XYZ:
```
14
C3H7NO3 (ωB97M-V/def2-TZVPD)
C -0.45649 0.67331 1.51462
N 0.36573 -0.27572 0.76900
O 1.25584 -0.91345 1.59020
C 0.41478 -0.48683 -0.54800
O 1.16406 -1.38876 -0.91767
C -0.56822 0.36209 -1.38383
O -0.48773 -0.18661 -2.65868
H -1.34517 1.01904 1.07646
H 0.00009 1.64491 1.63498
H -0.67697 0.32155 2.44061
H 1.53432 -1.79247 1.40347
H -0.09379 1.36520 -1.19362
H -1.49718 0.13224 -0.83344
H 0.39073 -0.47449 -2.89410
```


This record from the OMol25 dataset describes C3H7NO3 as an isolated structure. The level of theory is ωB97M-V/def2-TZVPD.

Computed properties:
ΔE to the lowest compared entry with this formula, charge and spin   119.74 kcal/mol
Lowest unoccupied orbital energy   0.6 eV
F_max   0.07420 Eh/bohr
Kohn-Sham gap   10.30 eV
HOMO energy   -9.6855 eV

Geometry as XYZ:
```
14
C3H7NO3 (ωB97M-V/def2-TZVPD)
C 0.51474 -1.21046 -0.79487
C 0.92355 0.01240 -0.03997
C -0.71042 0.23797 1.05253
N 0.75365 1.17975 -0.48970
O -0.00351 1.33764 -1.52720
O -0.52308 1.26502 1.93595
O -1.61674 0.32491 0.26812
H 0.66107 -2.11165 -0.27732
H -0.45059 -1.19377 -1.06176
H 1.19155 -1.33036 -1.58880
H 1.41151 -0.11058 0.92526
H -0.34083 -0.72120 1.41581
H -1.31005 1.82715 1.90532
H -0.50084 0.49318 -1.72337
```


This record from the OMol25 dataset describes a 3-piece molecular cluster, C3H7NO3 overall. The level of theory is ωB97M-V/def2-TZVPD.

Computed properties:
ΔE to the lowest compared entry with this formula, charge and spin   139.19 kcal/mol
Lowest unoccupied orbital energy   0.4 eV
F_max   0.09706 Eh/bohr
Kohn-Sham gap   9.96 eV
SMILES string   C=C=O.C=O.NO
HOMO energy   -9.5334 eV

Geometry as XYZ:
```
14
C3H7NO3 (ωB97M-V/def2-TZVPD)
C -1.22893 3.15946 -0.88427
C -1.53707 2.05467 -1.39886
O -1.64347 1.14738 -2.11952
H -0.45488 3.29667 -0.22070
H -2.09617 3.75923 -0.67617
C 4.10641 -1.76635 0.84939
O 5.11593 -2.36155 0.74017
H 3.99319 -0.62383 0.44703
H 3.15988 -2.04653 1.19379
N -2.04597 -0.86993 0.57769
O -1.57989 -2.07124 0.01984
H -1.77816 -0.81779 1.50752
H -3.05934 -0.94657 0.58066
H -0.95152 -1.91364 -0.61657
```